# 1
{
  "formula": "C45H44EuGeN7O7S2",
  "method": "ωB97M-V/def2-TZVPD",
  "multiplicity": 7,
  "homo_energy_ev": [-6.3, -8.6],
  "total_energy_ha": -6234.75940,
  "max_force_ev_per_a": 4.471,
  "gap_ev": [6.42, 4.58],
  "symbols": ["Eu", "O", "C", "C", "C", "C", "C", "C", "C", "O", "N", "N", "C", "C", "C", "C", "C", "C", "N", "H", "H", "H", "H", "H", "H", "H", "H", "H", "H", "N", "C", "C", "C", "C", "C", "C", "S", "O", "O", "O", "H", "H", "H", "H", "H", "H", "C", "N", "C", "C", "N", "C", "S", "H", "H", "H", "H", "H", "H", "H", "H", "N", "C", "H", "O", "C", "O", "C", "C", "Ge", "C", "C", "C", "C", "C", "C", "C", "C", "C", "C", "C", "C", "C", "C", "C", "C", "C", "C", "H", "H", "H", "H", "H", "H", "H", "H", "H", "H", "H", "H", "H", "H", "H", "H", "H", "H", "H"],
  "coordinates": [[0.6130, 0.2444, -0.5253], [2.0415, 1.0671, 4.8447], [3.0730, 1.5704, 4.1528], [4.2417, 1.8818, 4.8498], [5.3440, 2.3791, 4.1899], [5.3093, 2.5943, 2.8172], [4.1552, 2.3188, 2.1190], [3.0252, 1.8060, 2.7651], [1.8397, 1.5045, 1.9493], [1.7609, 1.8723, 0.7448], [0.8221, 0.8880, 2.5812], [-0.1577, 0.4822, 1.7574], [-1.3388, 0.2392, 2.2161], [-2.3559, -0.1383, 1.2611], [-3.7061, -0.1714, 1.6213], [-4.6555, -0.4401, 0.6569], [-4.2381, -0.6833, -0.6437], [-2.8781, -0.6560, -0.9134], [-1.9526, -0.3911, -0.0014], [1.3186, 0.8744, 4.1974], [4.2615, 1.7026, 5.9130], [6.2451, 2.5894, 4.7449], [6.1836, 2.9631, 2.3034], [4.0982, 2.4777, 1.0519], [-1.6098, 0.3850, 3.2606], [-3.9916, 0.0351, 2.6405], [-5.7046, -0.4446, 0.9105], [-4.9533, -0.8918, -1.4236], [-2.5053, -0.8474, -1.9117], [-0.0938, -2.5447, 0.5566], [1.2144, -3.0621, 0.6333], [2.0237, -2.7429, 1.7287], [3.3578, -3.1082, 1.7214], [3.8610, -3.8040, 0.6407], [3.0573, -4.1875, -0.4134], [1.7219, -3.8336, -0.4143], [5.6265, -3.9705, 0.4287], [6.2800, -3.7636, 1.6883], [5.9255, -5.1792, -0.2777], [5.8988, -2.7640, -0.5454], [-0.5456, -2.4805, 1.4625], [-0.6765, -3.0476, -0.1052], [1.6129, -2.1733, 2.5523], [4.0230, -2.8531, 2.5310], [3.4973, -4.7527, -1.2195], [1.0849, -4.1057, -1.2449], [-0.4852, 4.7399, 1.3846], [-0.0787, 4.7840, 0.0122], [0.8956, 5.7496, -0.4584], [1.2379, 5.2465, -1.8739], [0.4031, 4.0677, -2.0128], [-0.2522, 3.7927, -0.8713], [-1.3229, 2.5262, -0.6734], [0.3871, 4.6191, 2.0344], [-1.1551, 3.8894, 1.5145], [-1.0096, 5.6581, 1.6561], [1.7640, 5.7654, 0.2092], [0.4501, 6.7495, -0.4671], [2.2961, 4.9968, -1.9820], [0.9695, 5.9764, -2.6447], [0.6462, 3.3058, -2.6341], [3.8934, -1.1302, -0.5882], [2.8039, -0.7323, -0.5774], [5.1838, -2.0509, -0.5306], [-0.0253, -0.6275, -2.4703], [0.5509, 0.2964, -3.0950], [0.9770, 1.3232, -2.5035], [0.7415, 0.1793, -4.5958], [-0.6022, 0.0444, -5.3015], [-0.4039, 0.0190, -7.3003], [0.0198, -1.7991, -7.9582], [0.0941, -2.0311, -9.3270], [0.4124, -3.2844, -9.8160], [0.6562, -4.3269, -8.9369], [0.5813, -4.1108, -7.5718], [0.2669, -2.8528, -7.0893], [1.0554, 1.2669, -7.7869], [0.9937, 2.5952, -7.3826], [2.0289, 3.4679, -7.6597], [3.1431, 3.0227, -8.3495], [3.2171, 1.7016, -8.7534], [2.1795, 0.8312, -8.4737], [-2.1226, 0.6430, -8.0717], [-2.2057, 1.7723, -8.8738], [-3.4272, 2.2059, -9.3610], [-4.5830, 1.5087, -9.0539], [-4.5122, 0.3791, -8.2565], [-3.2900, -0.0482, -7.7709], [1.3542, -0.7055, -4.7845], [1.2805, 1.0602, -4.9491], [-1.2443, 0.8807, -5.0207], [-1.1015, -0.8637, -4.9631], [-0.1003, -1.2163, -10.0128], [0.4660, -3.4532, -10.8824], [0.9015, -5.3079, -9.3152], [0.7646, -4.9244, -6.8837], [0.2135, -2.6890, -6.0216], [0.1223, 2.9404, -6.8399], [1.9743, 4.4943, -7.3287], [3.9483, 3.7056, -8.5729], [4.0924, 1.3495, -9.2763], [2.2421, -0.2031, -8.7846], [-1.3029, 2.3187, -9.1146], [-3.4802, 3.0892, -9.9811], [-5.5362, 1.8395, -9.4415], [-5.4129, -0.1665, -8.0133], [-3.2334, -0.9304, -7.1463]]
}

***

# 2
{
  "formula": "C2H2N2O2S",
  "method": "ωB97M-V/def2-TZVPD",
  "homo_energy_ev": -10.7,
  "e_above_lowest_kj_mol": 387.33,
  "total_energy_ha": -735.43975,
  "max_force_ev_per_a": 3.853,
  "gap_ev": 10.45,
  "smiles": "N#C[C@H](S)[N+](=O)[O-]",
  "symbols": ["N", "C", "C", "S", "N", "O", "O", "H", "H"],
  "coordinates": [[1.8293, -1.4959, 0.5312], [1.1288, -0.6823, 0.1712], [0.2802, 0.4055, -0.1891], [0.1446, 1.6042, 1.1231], [-0.9982, -0.1727, -0.7364], [-0.8691, -1.2032, -1.2623], [-2.0548, 0.3865, -0.5166], [0.7696, 0.7275, -1.0487], [-0.2304, 0.4304, 1.9276]]
}

***

# 3
{
  "formula": "C29H45BN3O13P",
  "method": "ωB97M-V/def2-TZVPD",
  "homo_energy_ev": -8.2,
  "total_energy_ha": -2640.44695,
  "max_force_ev_per_a": 6.414,
  "gap_ev": 7.11,
  "smiles": "CCOB(O)c1ccc2nc(COC)c(P(O)O)nc2c1OCCNC[C@@H](C)O.O=C1CCCO1.O=C1CCCO1.O=C1CCCO1",
  "symbols": ["C", "C", "O", "B", "O", "C", "C", "C", "C", "N", "C", "C", "O", "C", "C", "P", "O", "O", "N", "C", "C", "O", "C", "C", "N", "C", "C", "C", "O", "H", "H", "H", "H", "H", "H", "H", "H", "H", "H", "H", "H", "H", "H", "H", "H", "H", "H", "H", "H", "H", "H", "H", "H", "H", "H", "H", "O", "C", "C", "C", "C", "O", "H", "H", "H", "H", "H", "H", "O", "C", "C", "C", "C", "O", "H", "H", "H", "H", "H", "H", "O", "C", "C", "C", "C", "O", "H", "H", "H", "H", "H", "H"],
  "coordinates": [[-4.1848, 4.0102, -0.9758], [-2.8421, 4.4615, -0.2202], [-1.8287, 3.4262, -0.0965], [-2.3893, 2.2388, 0.5516], [-3.3112, 2.4198, 1.6388], [-1.8563, 0.8106, -0.0209], [-2.7344, -0.2676, -0.7471], [-2.0958, -1.5819, -1.2950], [-0.5474, -1.9063, -1.1601], [-0.1011, -3.1398, -1.7567], [1.3087, -3.2296, -1.5624], [2.0335, -4.5340, -2.2083], [2.7067, -5.3501, -1.2245], [2.2468, -6.7353, -1.2819], [2.2320, -2.2261, -0.8052], [4.1202, -2.5211, -0.6234], [4.7466, -0.9600, -0.1840], [4.8223, -2.8002, -2.1846], [1.7267, -1.0205, -0.2292], [0.3118, -0.8507, -0.4206], [-0.3250, 0.4877, 0.1438], [0.5019, 1.4499, 0.7789], [0.7202, 1.2237, 2.1937], [-0.0041, -0.0250, 2.8607], [-1.4867, 0.1820, 3.1118], [-2.1799, -1.1334, 3.2629], [-3.7440, -1.0314, 3.6112], [-4.1501, -1.6604, 5.0435], [-4.2912, 0.3097, 3.5605], [-4.6872, 4.9168, -1.4870], [-4.9188, 3.6576, -0.1565], [-4.0465, 3.1547, -1.7243], [-3.0451, 4.9332, 0.8186], [-2.3551, 5.3111, -0.8421], [-2.8202, 2.7766, 2.4200], [-3.8537, -0.0947, -0.8828], [-2.8146, -2.3120, -1.8267], [2.8164, -4.1457, -2.9609], [1.2450, -5.0941, -2.8326], [3.1333, -7.4146, -0.9830], [1.3709, -6.9002, -0.5448], [1.9392, -7.0708, -2.3358], [4.7141, -0.3985, -1.0026], [4.4123, -2.1996, -2.8592], [0.4567, 2.2132, 2.7381], [1.8586, 1.0812, 2.3630], [0.2147, -1.0418, 2.3620], [0.4484, -0.1275, 3.9281], [-1.5467, 0.6181, 4.0557], [-1.6585, -1.8072, 4.0347], [-2.0885, -1.6672, 2.2405], [-4.3281, -1.6528, 2.8238], [-4.2575, -2.8030, 5.0129], [-3.4498, -1.2985, 5.8900], [-5.1963, -1.2431, 5.3105], [-5.2320, 0.2474, 3.2605], [10.1876, -6.4132, -1.3570], [9.0546, -6.0071, -1.4024], [8.5461, -4.7482, -0.7542], [7.0468, -4.9510, -0.7986], [6.8701, -5.8132, -2.0254], [8.0540, -6.6166, -2.0957], [8.8587, -3.8885, -1.3517], [8.9098, -4.6591, 0.2693], [6.4792, -4.0209, -0.8420], [6.7247, -5.5015, 0.0912], [6.7953, -5.2210, -2.9424], [5.9925, -6.4580, -1.9487], [-5.6862, 4.4952, -4.6184], [-4.8318, 3.7405, -5.0061], [-4.0108, 3.9108, -6.2549], [-3.4205, 2.5294, -6.4384], [-3.3379, 2.0189, -5.0190], [-4.4448, 2.6197, -4.3366], [-3.2391, 4.6628, -6.0741], [-4.6367, 4.1964, -7.1003], [-2.4581, 2.5282, -6.9530], [-4.1126, 1.9084, -7.0163], [-2.4132, 2.3245, -4.5202], [-3.4229, 0.9318, -4.9704], [-0.1168, 3.5692, 5.5982], [-0.2248, 4.4043, 4.7374], [0.3073, 5.8102, 4.8044], [-0.4408, 6.4878, 3.6755], [-0.6782, 5.3490, 2.7122], [-0.8202, 4.1833, 3.5328], [1.3851, 5.7922, 4.6259], [0.0837, 6.2690, 5.7674], [0.1009, 7.3234, 3.2290], [-1.3990, 6.8666, 4.0458], [0.1656, 5.1966, 2.0328], [-1.5839, 5.4949, 2.1226]]
}

***

# 4
{
  "formula": "C20H37N3OPdSi2",
  "method": "ωB97M-V/def2-TZVPD",
  "homo_energy_ev": 1.3,
  "e_above_lowest_kj_mol": 130.78,
  "total_energy_ha": -1730.58295,
  "max_force_ev_per_a": 1.205,
  "gap_ev": 3.43,
  "total_charge": -2,
  "symbols": ["Pd", "C", "Si", "C", "C", "C", "C", "C", "C", "C", "Si", "C", "C", "H", "H", "H", "H", "H", "H", "H", "H", "H", "H", "H", "H", "H", "H", "H", "H", "C", "N", "C", "C", "C", "O", "H", "H", "H", "H", "H", "H", "H", "H", "H", "C", "C", "N", "C", "C", "N", "C", "C", "H", "H", "H", "H", "H", "H", "H", "H", "H", "H", "H", "H"],
  "coordinates": [[-0.0673, 0.2275, -0.2478], [-1.1466, 0.9705, 3.3689], [-0.0908, -0.0844, 2.1099], [1.4269, -0.4515, 3.3157], [-0.9994, -1.8200, 2.2684], [-1.2605, -2.3541, 3.5351], [-1.9090, -3.5694, 3.7170], [-2.3135, -4.2890, 2.5999], [-2.0567, -3.7744, 1.3347], [-1.4074, -2.5515, 1.1327], [-1.0893, -1.8785, -0.6943], [-2.8852, -2.1142, -1.4297], [-0.3100, -3.5304, -1.4407], [-1.3147, 0.4675, 4.3309], [-2.1209, 1.2024, 2.9288], [-0.6421, 1.9222, 3.5745], [1.1057, -0.6478, 4.3476], [2.1142, 0.4036, 3.3452], [1.9968, -1.3241, 2.9762], [-0.9467, -1.8005, 4.4184], [-2.0995, -3.9520, 4.7171], [-2.8255, -5.2415, 2.7164], [-2.3801, -4.3549, 0.4727], [-3.3015, -3.1126, -1.2387], [-2.8771, -1.9588, -2.5150], [-3.5615, -1.3726, -0.9942], [-1.0026, -4.3791, -1.3675], [0.6069, -3.8063, -0.9064], [-0.0541, -3.4090, -2.5008], [-0.8481, 4.5195, -3.0920], [-1.5168, 4.2536, -1.8390], [-2.8792, 4.7457, -1.7969], [-1.3472, 2.9542, -1.2570], [-0.0477, 2.3270, -1.3758], [-2.2910, 2.4544, -0.6602], [-1.0894, 5.5352, -3.4158], [-1.1457, 3.8298, -3.8974], [0.2340, 4.4571, -2.9765], [-2.8751, 5.8292, -1.9492], [-3.3001, 4.5095, -0.8241], [-3.5229, 4.2825, -2.5606], [0.7226, 2.8753, -1.9048], [-0.1948, 1.2105, -1.7566], [0.2984, 1.9988, -0.2876], [2.7780, -0.0934, -2.4225], [4.2786, -0.4226, -2.6668], [5.0044, -0.4631, -1.3922], [4.3876, -1.4959, -0.5444], [2.8851, -1.1800, -0.3118], [2.5380, 0.0641, -0.9952], [3.3579, 1.1507, -0.4797], [4.8596, 0.8340, -0.7222], [2.1206, -0.8877, -2.7807], [2.4906, 0.8353, -2.9237], [4.7605, 0.3281, -3.3029], [4.4025, -1.3984, -3.1457], [4.9463, -1.5327, 0.3957], [4.5266, -2.4586, -1.0461], [2.6441, -1.0607, 0.7442], [2.2314, -1.9588, -0.7072], [3.1316, 1.2598, 0.5828], [3.0586, 2.0713, -0.9879], [5.4191, 0.7815, 0.2166], [5.3404, 1.5909, -1.3518]]
}